Here is an isolated molecule of C4H8OSi at a distorted geometry from the OMol25 dataset. Energies are from ωB97M-V with the def2-TZVPD basis set.

Structure (XYZ):
```
14
C4H8OSi (ωB97M-V with the def2-TZVPD basis set)
C 2.94 -0.02 0.52
C 1.77 -0.21 0.36
C -0.69 -0.30 -1.82
C -0.92 1.10 0.89
O -0.61 -1.84 0.84
Si -0.24 -0.47 0.13
H 3.96 0.16 0.68
H -0.77 -1.20 -2.43
H -1.76 0.11 -1.90
H 0.06 0.43 -2.18
H -0.50 1.22 1.98
H -0.78 2.00 0.27
H -2.05 0.98 0.87
H -0.41 -1.95 1.77
```

The calculation puts the energy above the lowest of the compared OMol25 structures with the same formula, charge and spin at 27.7 kJ/mol. The gap between HOMO and LUMO is 10.618 eV. As for the SMILES: C#C[Si](C)(C)O. Its spin multiplicity is 1.